1.
Density functional theory data (ωB97M-V/def2-TZVPD) for C20H15O9RhS5Sb as an isolated structure in a non-equilibrium geometry.

Structure (XYZ):
```
51
Properties=species:S:1:pos:R:3:forces:R:3:mulliken_charge:R:1
Rh -1.960302 1.200369 1.103431 -0.970 0.247 -0.205 1.611
S -4.444102 5.513869 1.029831 -0.246 0.418 0.053 -0.467
Sb -3.405102 3.893769 2.317931 0.308 -0.668 -0.880 0.366
S -4.306902 1.824669 1.391331 1.860 0.468 0.233 -0.238
S -1.324002 3.549969 1.080631 -1.099 -1.021 -0.007 -0.452
O 0.023298 -0.273931 1.307631 -0.674 0.283 -0.341 -0.479
S 0.405898 0.283569 2.607631 1.995 0.638 0.854 1.506
O 1.792998 0.715669 2.615131 -0.277 -0.128 0.144 -0.791
O -0.506302 1.334969 3.069631 -0.557 -0.224 -0.304 -0.708
C 0.357498 -1.087131 3.762431 0.177 0.455 -0.356 0.045
C 1.496898 -1.323531 4.513731 0.120 0.055 0.067 -0.578
C 1.546998 -2.408431 5.371531 0.012 0.024 0.067 -0.516
C 0.451198 -3.252531 5.484231 -0.019 0.052 -0.033 -0.506
C -0.680102 -3.010431 4.722831 -0.008 -0.079 0.191 -0.645
C -0.725202 -1.927631 3.859731 -0.625 -0.119 -0.373 -0.209
S -2.164302 -1.822331 2.770731 -0.943 -1.424 0.446 1.366
O -3.210502 -2.507431 3.519331 0.280 0.184 0.022 -0.812
O -1.743202 -2.520431 1.580831 0.028 0.337 -0.088 -0.695
O -2.492802 -0.397731 2.623731 0.080 0.021 -0.623 -0.578
H 2.330898 -0.650431 4.388231 0.088 -0.002 0.030 0.515
H 2.442198 -2.596831 5.948231 0.063 0.002 0.050 0.361
H 0.483498 -4.097431 6.161531 -0.017 -0.031 -0.019 0.361
H -1.552102 -3.643731 4.773331 -0.054 -0.077 0.032 0.493
O -0.007502 1.456869 -0.676369 0.592 0.106 0.161 -0.029
C -0.157202 0.658669 -1.814769 -1.351 -0.773 -0.015 2.415
C -1.666602 0.020869 -1.825469 2.644 0.586 -0.421 0.315
O -1.928102 -0.769131 -2.712069 -0.631 -0.434 -0.411 -0.711
O -2.413502 0.503869 -0.960969 -1.705 0.794 2.512 -0.722
C -0.094802 1.522869 -3.050669 0.156 0.275 -0.041 -0.526
C -0.200002 0.957069 -4.318669 0.044 0.016 0.018 -0.148
C -0.129402 1.750269 -5.446869 -0.002 -0.035 -0.096 -0.867
C 0.050898 3.118069 -5.332269 0.012 0.111 -0.083 -0.420
C 0.141298 3.688569 -4.074569 -0.007 0.142 -0.166 -0.810
C 0.059998 2.902369 -2.939469 0.021 -0.223 0.136 -0.333
C 0.913398 -0.413031 -1.837269 0.330 0.033 0.015 -0.110
C 0.784098 -1.629731 -2.495369 -0.039 -0.098 -0.007 -0.281
C 1.821098 -2.546231 -2.477669 0.109 -0.078 -0.037 -0.976
C 2.999498 -2.273031 -1.805669 0.082 -0.076 0.025 -0.356
C 3.133398 -1.065331 -1.142069 0.119 -0.039 -0.001 -0.974
C 2.105098 -0.143331 -1.164569 0.033 -0.001 -0.097 -0.026
H 0.235898 0.850469 0.065031 0.048 0.290 -0.498 -0.269
H -0.363902 -0.102331 -4.419869 0.015 -0.113 0.047 0.342
H -0.219602 1.296369 -6.424669 -0.001 -0.041 -0.078 0.378
H 0.112798 3.731269 -6.220669 0.002 0.092 -0.066 0.355
H 0.270698 4.757769 -3.980569 -0.002 0.101 0.051 0.397
H 0.114198 3.347169 -1.958069 0.000 0.005 0.093 0.352
H -0.145302 -1.880231 -2.981169 -0.042 0.072 -0.030 0.442
H 1.700598 -3.490531 -2.989869 -0.032 -0.111 -0.029 0.364
H 3.799398 -3.001531 -1.782669 0.051 -0.049 -0.007 0.371
H 4.038298 -0.838731 -0.594269 0.055 0.008 0.033 0.397
H 2.228798 0.793769 -0.642069 -0.025 0.029 0.030 0.481
```
Forces are in eV/Å.

Output
max |F|: 0.0610 hartree/bohr
energy above the lowest of the compared OMol25 structures with the same formula, charge and spin: 328.73 kJ/mol
total charge: -2
multiplicity: 2
lowest unoccupied orbital energy (spin up / spin down): 0.1419 / 0.0847 hartree


2.
Density functional theory data (ωB97M-V/def2-TZVPD) for C20H16AuNO5P as an isolated structure.

Structure (XYZ):
```
44
Properties=species:S:1:pos:R:3:forces:R:3:mulliken_charge:R:1
Au -0.320152 -0.065994 -0.467410 -0.335 -0.510 0.012 0.750
N 2.017410 -0.005169 -0.086325 0.016 0.291 0.081 -0.431
C 2.640518 1.275433 -0.194741 0.148 -0.218 -0.066 0.114
C 3.957468 1.363237 -0.637351 0.007 0.042 -0.018 -0.585
C 4.578943 2.592695 -0.773345 -0.012 -0.032 0.002 -0.564
C 3.883753 3.751129 -0.457428 -0.006 0.035 0.004 -0.733
C 2.568214 3.668638 -0.031606 0.023 0.034 -0.008 -0.236
C 1.921411 2.439513 0.095669 -0.098 0.057 0.046 -0.031
P 0.134044 2.292929 0.484845 0.200 0.028 -0.066 1.011
C 0.074166 2.301271 2.297183 -0.078 -0.030 0.010 0.409
C -1.129012 1.875367 2.860303 -0.046 0.035 0.073 -0.482
C -1.263371 1.779392 4.233881 0.023 -0.054 0.180 -0.676
C -0.185035 2.086325 5.053317 0.020 0.012 0.054 -0.520
C 1.017221 2.501008 4.502337 0.033 0.020 0.000 -0.610
C 1.148585 2.610111 3.125207 0.012 0.031 -0.062 -0.073
C -0.489397 3.932240 -0.004147 0.053 0.081 0.147 -0.301
C -0.687717 4.977064 0.894759 -0.029 0.046 -0.052 -0.073
C -1.166297 6.201906 0.447247 0.004 -0.035 0.015 -0.694
C -1.445217 6.389727 -0.898729 -0.001 0.015 -0.002 -0.439
C -1.258297 5.347193 -1.797474 -0.006 -0.009 -0.010 -0.597
C -0.793830 4.119914 -1.351199 -0.003 0.026 -0.003 -0.175
H 2.232187 -0.638581 -0.845232 0.159 -0.049 0.040 0.373
H 2.066084 -0.432177 0.830581 -0.036 -0.049 -0.017 0.247
H 4.488305 0.448950 -0.873361 0.007 0.004 -0.002 0.411
H 5.602474 2.644359 -1.122479 0.002 0.004 0.001 0.365
H 4.357279 4.719790 -0.555854 0.009 -0.006 -0.002 0.409
H 2.024663 4.581289 0.180577 -0.032 -0.018 0.009 0.403
H -1.954823 1.582506 2.221899 0.023 0.024 -0.018 0.450
H -2.183472 1.413978 4.674827 0.026 0.009 -0.141 0.419
H -0.269126 1.978001 6.127671 -0.049 0.006 -0.004 0.358
H 1.859433 2.729787 5.144086 0.003 -0.003 -0.004 0.391
H 2.093637 2.922879 2.696287 -0.012 -0.005 -0.008 0.365
H -0.473229 4.830427 1.946480 0.007 -0.006 -0.006 0.381
H -1.322390 7.007517 1.154033 -0.003 0.008 -0.009 0.392
H -1.820292 7.344490 -1.245828 0.000 -0.002 -0.006 0.362
H -1.491804 5.484063 -2.845698 -0.001 0.005 0.000 0.386
H -0.674809 3.293554 -2.043745 0.002 0.001 -0.001 0.476
O -3.985200 -1.194268 1.064201 -0.012 -0.057 0.120 -0.672
C -2.821633 -0.948861 0.810749 -0.086 0.164 -0.218 0.608
O -2.426294 -0.523931 -0.357327 0.099 -0.143 0.238 -0.708
C -1.726637 -1.110856 1.944610 -0.275 -0.048 -0.378 0.633
O -2.074080 -1.480408 3.051798 0.134 0.055 0.035 -0.679
O -0.523874 -0.816465 1.585934 0.126 0.105 0.215 -0.720
O 0.239298 -0.437872 -2.367704 -0.015 0.133 -0.182 -0.713
```
Forces are in eV/Å.

Output
max |F|: 0.0119 hartree/bohr
energy above the lowest of the compared OMol25 structures with the same formula, charge and spin: 0.00 kJ/mol
total charge: -1
multiplicity: 3
lowest unoccupied orbital energy (spin up / spin down): 0.0925 / 0.0926 hartree


3.
Density functional theory data (ωB97M-V/def2-TZVPD) for C20H16BrN3O4PdSe as an isolated structure.

Structure (XYZ):
```
46
Properties=species:S:1:pos:R:3:forces:R:3:mulliken_charge:R:1
Pd -0.523653 1.004041 -0.540875 0.026 0.064 0.074 0.573
C -1.863420 0.331666 -4.699766 -0.009 0.003 -0.012 -1.442
C -1.702887 0.157475 -3.197841 -0.078 0.016 0.059 1.156
O -0.996723 1.054810 -2.653569 0.093 -0.052 -0.111 -0.731
C -2.364064 -0.918999 -2.608286 0.037 -0.007 0.003 -1.112
C -2.444842 -1.276084 -1.224803 -0.058 0.045 -0.030 0.928
C -3.278578 -2.482694 -0.864627 -0.005 0.000 -0.009 -1.293
N -1.851494 -0.618901 -0.280445 0.023 -0.056 0.084 0.201
N -2.035588 -1.061527 1.023816 0.020 -0.007 -0.100 -0.492
C -1.269008 -0.421615 1.868765 0.039 0.014 0.101 0.636
O -0.409192 0.494071 1.642312 -0.033 -0.041 -0.001 -0.967
C -1.439256 -0.839504 3.307436 0.007 0.004 -0.035 0.300
C -0.712512 -0.179146 4.292435 0.015 0.009 0.026 -0.455
C -0.843075 -0.534531 5.629322 -0.004 -0.007 -0.010 -0.589
C -1.702100 -1.559788 6.000045 -0.002 0.001 -0.017 -0.321
C -2.431179 -2.225186 5.019295 0.003 0.002 0.011 -0.591
C -2.301386 -1.867407 3.686520 -0.016 -0.007 -0.015 -0.191
H -0.895383 0.589792 -5.131103 0.003 -0.018 -0.003 0.326
H -2.539075 1.170963 -4.880397 0.012 0.008 -0.001 0.294
H -2.261090 -0.560024 -5.186456 -0.014 0.009 0.000 0.326
H -2.910235 -1.564110 -3.284847 -0.004 0.002 0.006 0.027
H -3.717937 -2.924683 -1.758732 0.002 0.004 0.001 0.349
H -4.068015 -2.195730 -0.168522 0.000 -0.002 0.001 0.279
H -2.665728 -3.224478 -0.350120 0.000 0.001 0.004 0.291
H -0.050010 0.615835 3.976368 0.001 0.001 -0.001 0.388
H -0.272123 -0.007675 6.385925 0.003 0.003 -0.004 0.358
H -1.805548 -1.838707 7.042842 0.000 0.000 0.001 0.343
H -3.106372 -3.026748 5.298998 0.001 0.000 -0.003 0.350
H -2.862633 -2.368770 2.909228 0.001 -0.002 0.006 0.430
Br 6.546739 -0.577451 -3.645069 -0.001 -0.001 0.003 -0.257
C 5.669629 0.438687 -2.282503 0.013 -0.010 -0.004 0.189
C 6.440640 1.244263 -1.462385 -0.012 0.013 0.015 -0.404
C 5.796707 1.986973 -0.480142 0.010 -0.007 -0.016 -0.380
C 4.418023 1.927563 -0.343957 0.007 0.071 -0.045 -0.462
C 3.663766 1.101842 -1.168619 0.007 0.006 -0.009 0.126
C 4.298034 0.341237 -2.144708 0.017 -0.065 0.039 -0.411
C 2.155859 1.027554 -1.002351 -0.008 -0.005 -0.043 0.815
O 1.633751 -0.105174 -1.057670 -0.024 0.043 -0.063 -0.732
O 1.566072 2.116442 -0.816440 -0.021 -0.036 0.146 -0.817
H 7.513516 1.290210 -1.590194 0.001 0.001 0.001 0.377
H 6.381512 2.622641 0.174363 0.002 -0.002 0.000 0.349
H 3.900313 2.526829 0.393521 -0.008 -0.005 -0.006 0.422
H 3.709682 -0.317750 -2.768361 -0.011 0.003 0.008 0.469
Se -2.147830 2.886645 0.296577 0.015 -0.045 0.002 -0.220
C -2.868646 3.627670 -1.217534 -0.040 0.062 -0.063 0.287
N -3.354648 4.139485 -2.137429 -0.010 -0.013 0.008 -0.722
```
Forces are in eV/Å.

Output
max |F|: 0.0030 hartree/bohr
energy above the lowest of the compared OMol25 structures with the same formula, charge and spin: 0.00 kJ/mol
total charge: -2
multiplicity: 3
lowest unoccupied orbital energy (spin up / spin down): 0.1408 / 0.1408 hartree


4.
Density functional theory data (ωB97M-V/def2-TZVPD) for C20H16BrN3O4PdSe as an isolated structure.

Structure (XYZ):
```
46
Properties=species:S:1:pos:R:3:forces:R:3:mulliken_charge:R:1
Pd -1.455891 0.535108 -0.318861 0.100 -0.294 0.034 0.539
C -5.610880 1.549212 0.383441 -0.076 0.016 0.015 -1.189
C -4.269835 0.956417 0.770138 0.029 -0.028 0.211 1.115
O -3.689266 0.307129 -0.151496 0.130 -0.090 -0.258 -0.874
C -3.810708 1.158684 2.066510 0.083 0.043 -0.063 -1.290
C -2.597616 0.593774 2.587310 -0.142 -0.031 -0.052 1.240
C -2.414350 0.514686 4.080862 -0.031 -0.003 0.031 -1.341
N -1.698177 0.111722 1.799404 0.323 0.233 0.000 0.283
N -0.621476 -0.567871 2.370976 -0.166 0.035 -0.109 -0.749
C -0.008804 -1.272416 1.447775 0.084 -0.229 -0.057 0.610
O -0.287560 -1.394567 0.213642 -0.118 0.091 0.210 -0.886
C 1.192500 -2.036466 1.938573 -0.024 0.038 0.011 0.134
C 2.234345 -2.277169 1.049450 0.100 -0.080 -0.040 -0.386
C 3.365592 -2.973032 1.457868 -0.056 0.015 0.013 -0.495
C 3.460061 -3.454846 2.758469 -0.059 0.028 -0.012 -0.323
C 2.416729 -3.224410 3.649149 -0.022 0.018 -0.045 -0.574
C 1.293219 -2.514957 3.242128 0.059 0.029 0.040 -0.269
H -5.432245 2.342681 -0.346389 -0.004 -0.012 0.003 0.232
H -6.150599 1.959274 1.239970 0.009 -0.002 -0.033 0.309
H -6.217348 0.781585 -0.102927 0.013 0.011 0.014 0.299
H -4.449203 1.694316 2.757316 0.003 0.019 -0.005 0.058
H -3.174544 1.113667 4.585347 0.023 -0.022 -0.002 0.382
H -1.416102 0.858140 4.352895 -0.004 0.000 0.009 0.323
H -2.491152 -0.520889 4.419767 -0.009 0.001 -0.005 0.228
H 2.134260 -1.901604 0.038297 -0.012 -0.007 0.024 0.467
H 4.176400 -3.141063 0.757797 -0.005 -0.001 0.001 0.361
H 4.338299 -4.006709 3.075117 -0.001 0.006 0.004 0.339
H 2.480403 -3.600117 4.664972 -0.004 0.008 -0.005 0.337
H 0.479408 -2.308724 3.926016 0.014 -0.010 -0.010 0.427
Br 2.485128 -1.106913 -6.779619 -0.007 0.017 0.027 -0.272
C 2.564347 -0.001709 -5.216645 -0.009 0.000 0.010 0.095
C 3.655834 0.835511 -5.058525 -0.040 0.011 0.052 -0.370
C 3.710827 1.634920 -3.922274 -0.018 -0.033 -0.020 -0.512
C 2.702611 1.577027 -2.970876 0.115 0.048 -0.005 -0.434
C 1.618778 0.731637 -3.151784 -0.051 -0.046 0.011 0.009
C 1.539273 -0.060748 -4.290752 0.008 0.000 -0.064 -0.272
C 0.521050 0.669952 -2.109423 -0.078 -0.011 -0.005 1.111
O -0.595930 0.225121 -2.472533 -0.010 0.091 0.027 -0.907
O 0.796597 1.065541 -0.956154 0.006 -0.056 -0.038 -0.737
H 4.437271 0.864076 -5.805974 0.000 0.004 0.005 0.370
H 4.550958 2.305818 -3.787304 -0.005 0.005 0.006 0.355
H 2.725607 2.187506 -2.078088 -0.003 -0.013 -0.007 0.390
H 0.673090 -0.694058 -4.424848 0.012 0.000 0.000 0.509
Se -1.889453 3.086777 -0.587636 -0.240 0.170 0.168 -0.219
C -0.928793 3.533438 -2.078231 0.079 0.030 -0.157 0.267
N -0.342653 3.864550 -3.022847 0.003 0.003 0.065 -0.690
```
Forces are in eV/Å.

Output
max |F|: 0.0077 hartree/bohr
energy above the lowest of the compared OMol25 structures with the same formula, charge and spin: 28.49 kJ/mol
total charge: -2
multiplicity: 3
lowest unoccupied orbital energy (spin up / spin down): 0.1474 / 0.1473 hartree


| no. | total energy (Ha) |
| --- | --- |
| 1 | -3790.15327 |
| 2 | -1679.71586 |
| 3 | -6340.37465 |
| 4 | -6340.36380 |